Record 1
The following is a quantum chemistry calculation of an isolated molecule of C5H7N, from the Open Molecules 2025 dataset.

Geometry as XYZ:
```
13
Properties=species:S:1:pos:R:3:forces:R:3
C -1.3016 -1.6991 0.8157 -0.2 -0.5 0.2
C -0.1791 -0.0620 -0.3558 0.0 0.2 -0.2
C 0.3563 0.9543 0.2727 -0.2 0.2 -0.3
N 1.5065 1.5507 -0.2916 0.1 -0.1 -0.3
C 1.6676 1.5062 -1.6035 0.4 0.4 0.5
C -0.9007 -1.1264 -0.5298 -0.3 0.7 0.4
H -0.4912 -2.1392 1.3974 0.0 -0.2 -0.2
H -1.7069 -0.8599 1.4041 0.0 -0.5 -0.1
H -2.1088 -2.4024 0.6591 -0.1 -0.4 0.2
H -0.1329 1.4637 1.1021 -0.2 0.3 -0.4
H 2.0960 2.0613 0.3600 0.2 0.0 -0.1
H 2.6058 2.0585 -1.7970 0.1 -0.1 0.0
H -1.4896 -1.2959 -1.4305 0.0 0.1 0.3
```
Forces are in eV/Å.

orbital gap = 8.680 eV
HOMO = -8.11 eV
E_LUMO = 0.570 eV

---

Record 2
The following is a quantum chemistry calculation of a 2-piece molecular cluster, C2H4OSSi overall in a non-equilibrium geometry, from the Open Molecules 2025 dataset.

Geometry as XYZ:
```
9
Properties=species:S:1:pos:R:3:forces:R:3
C -0.4980 -0.9961 -0.5437 -0.3 -0.8 2.8
C 0.0151 -1.1771 0.7182 -0.9 0.1 -2.8
O 1.0051 3.7404 -0.9678 0.3 0.5 -0.5
Si 0.5319 2.6904 -0.0157 0.2 -2.7 1.3
S 0.8606 0.0734 1.5939 0.3 0.6 -0.6
H -1.2547 -1.6738 -0.9201 0.5 -0.4 -0.2
H -0.1354 -2.2148 1.0670 0.4 0.8 0.7
H -0.5643 2.4196 0.8973 -0.8 0.7 0.2
H -0.4692 -0.0461 -0.9913 0.3 1.1 -0.8
```
Forces are in eV/Å.

orbital gap (spin up / spin down) = 6.337 / 5.779 eV
HOMO (spin up / spin down) = -8.45 / -8.26 eV
E_LUMO (spin up / spin down) = -2.109 / -2.477 eV

---

no.,total energy (hartree)
1,-249.28150
2,-841.38915